No. 1
The following is a DFT calculation (the ωB97M-V functional and the def2-TZVPD basis) of one molecule with the formula C4H6O2.

```
12
Properties=species:S:1:pos:R:3:forces:R:3
O -0.615298 0.158149 2.253758 -0.3 -0.4 0.1
C -0.616783 1.010753 1.386923 -1.0 -1.5 2.6
C 0.251675 0.830758 0.230380 1.5 0.6 0.9
C 0.463242 -0.594608 -0.209339 -0.1 -0.2 0.3
C -0.175677 -1.128741 -1.407742 -0.3 0.0 -0.2
O 1.194100 -0.737490 -1.415959 0.1 0.0 -0.2
H -1.174695 1.890279 1.727642 0.0 0.8 -1.2
H 1.194399 1.073810 0.941253 -1.1 0.3 -2.6
H -0.065059 1.479616 -0.598692 1.0 0.1 0.2
H 0.750568 -1.298655 0.570090 -0.1 0.2 -0.1
H -0.362450 -2.199249 -1.497810 0.1 0.2 0.0
H -0.844022 -0.484622 -1.980504 0.1 -0.1 0.0
```
Forces are in eV/Å.

Summary:
Energy above the lowest of the compared OMol25 structures with the same formula, charge and spin (kJ/mol): 264.5
SMILES: O=CC[C@H]1CO1
Kohn-Sham gap (eV): 10.6

***

No. 2
The following is a DFT calculation (the ωB97M-V functional and the def2-TZVPD basis) of one molecule with the formula C4H6O2.

```
12
Properties=species:S:1:pos:R:3:forces:R:3
O 1.628448 -0.085998 -0.944060 0.2 -0.1 0.0
C 0.900160 0.278174 0.191126 -0.1 0.1 0.2
C -0.463272 0.977579 0.002873 -0.1 0.5 -0.2
C -1.055437 -0.315345 -0.564498 -0.2 -0.1 -0.2
C -0.241512 -0.652082 0.680791 0.0 -0.6 0.0
O -0.803261 0.518283 1.363304 -0.1 0.0 0.0
H 2.296100 -0.721904 -0.654412 -0.1 0.2 -0.2
H 1.516742 0.759083 0.962649 -0.2 -0.3 0.0
H -0.696468 2.014244 -0.244505 0.1 -0.1 0.0
H -2.128553 -0.449508 -0.420097 0.1 0.1 -0.1
H -0.674745 -0.685516 -1.516072 -0.1 0.1 0.0
H -0.278198 -1.637011 1.142905 0.4 0.2 0.4
```
Forces are in eV/Å.

Summary:
Energy above the lowest of the compared OMol25 structures with the same formula, charge and spin (kJ/mol): 332.9
Kohn-Sham gap (eV): 10.4

***

No. 3
The following is a DFT calculation (the ωB97M-V functional and the def2-TZVPD basis) of a 2-piece molecular cluster, C4H6O2 overall.

```
12
Properties=species:S:1:pos:R:3:forces:R:3
C 1.156363 -0.752458 0.184795 -0.1 -0.3 -0.1
C 0.272461 -1.490876 -0.406449 0.3 -0.1 0.2
C 0.917392 -0.430054 -1.256084 0.1 0.2 -0.3
H 1.745627 -0.494076 1.048161 -0.1 -0.1 -0.1
H -0.397833 -2.334820 -0.366530 0.1 0.1 0.0
H 0.369383 0.479491 -1.525831 0.1 -0.2 0.1
H 1.680284 -0.709773 -1.983561 -0.1 0.0 0.0
O 0.118505 1.457158 1.207936 -0.6 0.2 0.0
C -1.080079 1.485649 1.090218 0.3 0.2 0.2
O -1.825442 0.623629 0.395672 0.1 0.0 0.0
H -1.720750 2.246701 1.553911 0.0 0.0 0.0
H -1.235911 -0.080571 0.057763 0.0 0.1 0.1
```
Forces are in eV/Å.

Summary:
Energy above the lowest of the compared OMol25 structures with the same formula, charge and spin (kJ/mol): 292.2
SMILES: C1=CC1.O=CO
Kohn-Sham gap (eV): 10.6

***

No. 4
The following is a DFT calculation (the ωB97M-V functional and the def2-TZVPD basis) of a 2-piece molecular cluster, C4H6O2 overall.

```
12
Properties=species:S:1:pos:R:3:forces:R:3
O 0.108887 -0.575470 2.294229 -0.3 0.6 -0.3
C -0.388206 0.387518 1.799173 0.2 -0.4 0.2
C -0.763847 1.263726 0.716622 0.1 0.0 -0.3
O -1.057625 1.470274 2.177259 0.0 0.0 0.2
H -1.642308 1.053435 0.111624 0.1 0.0 0.1
H -0.049738 1.973108 0.304263 -0.1 -0.1 0.1
C 0.669768 -0.399607 -1.633850 0.0 -0.1 0.0
C 0.595548 -1.458062 -0.835267 0.0 0.1 -0.1
H -0.032421 -0.245114 -2.451391 0.1 -0.1 0.1
H 1.443219 0.357192 -1.507841 -0.1 -0.2 0.0
H 1.288791 -1.607944 -0.010527 -0.1 0.0 -0.2
H -0.172068 -2.219057 -0.964296 0.1 0.2 0.0
```
Forces are in eV/Å.

Summary:
Energy above the lowest of the compared OMol25 structures with the same formula, charge and spin (kJ/mol): 263.6
SMILES: O=C1CO1.C=C
Kohn-Sham gap (eV): 11.2